[1]
A single C17H15N3O3S3 molecule at a distorted geometry. Source: the OMol25 dataset; level of theory: ωB97M-V/def2-TZVPD.

Calculated values
energy above the lowest of the compared OMol25 structures with the same formula, charge and spin = 0.0 kJ/mol
total charge = 0
gap between HOMO and LUMO = 8.2 eV
total energy = -60991.3271 eV
LUMO = 0.013 hartree

CARTESIAN COORDINATES (ANGSTROEM)
C -0.0077 -0.2662 -0.0543
H 0.6269 2.9143 -0.7743
H -0.7279 3.0831 3.5695
C 0.4565 1.1532 -2.0237
C -1.3601 -6.0161 2.2695
C 0.6866 1.6350 -3.3712
H 0.9021 3.7011 -2.8193
C 0.4502 1.8585 -0.8559
H -2.1503 -8.3767 4.6134
C 0.1859 1.0611 0.2844
H 0.4361 5.2333 4.0975
S 0.1295 -0.5507 -1.7381
O 0.3173 2.8139 1.8130
C -0.4686 -2.5522 0.4377
C 1.1253 2.5384 -5.9786
C 0.9098 1.1917 -5.7351
C 0.1087 1.5073 1.6684
C 0.2535 3.3242 3.1453
H 1.2951 2.8888 -6.9856
H -0.2797 5.2959 2.4798
H -1.6875 -3.2421 2.0886
H 1.2877 4.4847 -5.1036
N -0.2832 -1.2686 0.8404
H -0.3360 -0.9477 1.8115
S -1.6959 -7.7422 2.2563
H 1.0167 2.8237 3.7522
N -1.7254 -6.3574 4.3983
H 0.0465 -3.5599 2.2826
H 1.4572 5.0376 2.6648
O -0.1254 0.7596 2.6060
N -1.4220 -5.4877 3.4492
C 0.4821 4.8224 3.0933
C -1.9003 -7.5522 3.9784
C -0.7713 -3.5125 1.5630
C 0.9045 2.9906 -3.6308
H 0.5255 -0.3068 -4.2618
S -0.9915 -5.1619 0.8169
H 0.9110 0.4872 -6.5535
C 1.1212 3.4331 -4.9210
C 0.6929 0.7445 -4.4470
O -0.3960 -2.8824 -0.7263

---

[2]
A single C17H15O3PS molecule at a distorted geometry. Source: the OMol25 dataset; level of theory: ωB97M-V/def2-TZVPD.

Calculated values
total charge = 0
gap between HOMO and LUMO = 6.8 eV
total energy = -44117.9076 eV
LUMO = -0.066 hartree

CARTESIAN COORDINATES (ANGSTROEM)
P -0.5756 2.1333 -2.4618
H 5.2589 -0.0107 0.2755
H -3.8752 -5.6796 1.4912
H -3.8273 -2.2639 -2.1365
C -2.6207 -1.9369 1.6477
C -2.9691 -3.4650 2.1285
H -0.0334 3.4143 -2.8370
C -2.6267 0.1203 -0.3224
C -1.9300 -0.7694 2.6263
C -0.1341 1.6257 -0.6335
C -0.8262 0.2089 1.8380
C -3.6317 -4.5881 1.0825
C -3.6051 -2.5540 -1.0085
H -2.0082 2.2058 -2.6879
H -2.7456 -3.7492 3.2585
S 0.0726 0.6403 -3.5714
O 3.8071 2.7069 -0.3154
H 2.2285 2.7197 -1.8990
H 0.7829 0.3684 3.6522
C 0.5808 0.7087 2.5268
C -2.9621 -1.4684 0.0791
H 2.1998 4.1026 -0.5865
H 4.0761 1.6157 -2.2483
C 2.4264 2.9653 -0.7530
C 1.2960 2.0685 0.0903
C -3.9139 -4.1010 -0.4754
C 4.4074 0.1736 -0.5126
C 4.4848 1.7070 -1.1554
H 3.3248 0.0346 -0.0830
H 4.6419 -0.5508 -1.4312
H 5.6492 1.9390 -1.2461
H 2.6691 1.9969 2.1133
O -2.2191 -0.6452 3.9373
C 1.6399 1.6340 1.6630
O -3.4957 0.8486 -1.0274
H -4.3695 -4.8422 -1.2922
C -1.1773 0.6862 0.2744